Here is a structure of composition C20H21F4N5O16S4Y from OMol25. Energies are from the ωB97M-V functional and the def2-TZVPD basis.

Structure (ORCA input):
```
! wB97M-V def2-TZVPD RIJCOSX def2/J DEFGRID3
* xyz 0 2
Y -0.56671 1.02640 0.32038
N 1.08580 1.91361 -0.82465
S 1.28627 2.93204 -1.87565
O 1.66985 2.42136 -3.19806
O 1.42420 4.35796 -1.48162
F -0.24275 3.17153 -2.12754
S 2.76888 1.86144 -0.58124
O 3.48559 2.99556 -0.04775
O 3.56761 0.95071 -1.35448
F 2.61344 0.99677 0.74917
N -0.61349 2.31045 2.12281
S -1.80146 2.16249 3.36861
O -3.05024 1.66854 2.84826
O -1.83923 3.10172 4.45670
F -1.23273 0.88149 4.13447
S 0.13882 3.55309 2.78639
O 0.76561 3.24959 4.03584
O -0.47048 4.82187 2.70244
F 1.46844 3.62466 1.75692
C -3.12328 3.57865 -0.43549
O -2.74195 2.23002 -0.06149
H -2.38909 4.33377 -0.15465
H -2.95470 3.77071 -1.49510
H -4.12034 3.78292 -0.04532
C -2.41867 -2.04787 0.75053
O -2.34741 -0.68212 0.83578
H -2.61219 -2.57020 1.68745
H -3.01914 -2.45046 -0.06522
H -1.42828 -2.43621 0.51301
C 2.72580 -0.28587 6.58765
C 3.08002 0.43269 5.43229
C 2.31360 0.26036 4.28713
C 1.26661 -0.67343 4.30450
C 0.83251 -1.17343 5.54181
C 1.58769 -1.09633 6.71047
N 0.57438 -1.05439 3.03892
O 0.49517 -0.22837 2.11814
O 0.38793 -2.24573 2.96891
H 3.41235 -0.01027 7.37449
H 3.96198 1.04846 5.33536
H 2.54556 0.75316 3.35453
H -0.04733 -1.78916 5.65653
H 1.31054 -1.49600 7.67476
C 1.55154 -5.92520 -1.26927
C 1.85152 -5.17786 -0.15588
C 1.89058 -3.79513 -0.26119
C 1.67627 -3.18410 -1.51949
C 1.54973 -3.97058 -2.63648
C 1.30294 -5.34287 -2.46459
N 1.43237 -1.69676 -1.60698
O 1.69947 -1.21369 -2.68530
O 0.94059 -1.07824 -0.64983
H 1.55941 -6.99746 -1.14047
H 1.96726 -5.77605 0.73584
H 2.03708 -3.14422 0.58808
H 1.38783 -3.65981 -3.65805
H 0.95644 -5.91455 -3.31284
C -2.02207 1.10800 -6.85130
C -3.21340 0.64828 -6.30720
C -3.23400 0.22319 -4.99735
C -2.13507 0.41463 -4.11148
C -0.91572 0.82357 -4.72110
C -0.88278 1.21003 -6.05261
N -2.18279 0.07513 -2.64810
O -3.32194 -0.34863 -2.18316
O -1.26187 0.23797 -1.84602
H -1.94351 1.50805 -7.85139
H -4.20614 0.68573 -6.73083
H -4.20753 0.05945 -4.55935
H 0.00848 0.75786 -4.16618
H -0.03388 1.52104 -6.64342
*
```

Computed properties:
Frontier orbital gap (alpha / beta) ... 5.8 / 4.7 eV
E_HOMO (alpha / beta) ... -7.829 / -7.814 eV
LUMO energy (alpha / beta) ... -2.027 / -3.127 eV

---

Here is an isolated molecule of C5H8N2 from OMol25. Energies are from the ωB97M-V functional and the def2-TZVPD basis.

Structure (ORCA input):
```
! wB97M-V def2-TZVPD RIJCOSX def2/J DEFGRID3
* xyz 0 1
C -1.98979 0.13014 0.05965
C -1.02161 -0.39694 -0.97722
C 0.27424 0.24717 -1.34678
C 0.90525 1.09157 -0.35345
N 1.60266 1.34760 0.59026
N 0.20748 -1.02691 -0.66612
C 1.93546 -0.21745 1.39452
H -1.48449 0.72137 0.83080
H -2.75285 0.75468 -0.41737
H -2.49683 -0.70748 0.55218
H -1.51977 -0.81860 -1.85917
H 0.63199 0.34711 -2.36718
H 1.54131 -0.80145 0.57404
H 2.89797 -0.63724 1.76064
H 1.26899 -0.03358 2.22520
*
```

Computed properties:
Frontier orbital gap (alpha / beta) ... 7.3 / 7.3 eV
E_HOMO (alpha / beta) ... -7.864 / -7.866 eV
LUMO energy (alpha / beta) ... -0.573 / -0.573 eV

---

Max |F| for every record listed, in sequence, given in hartree/bohr: 0.27340 0.03762.
Energy for every record listed, in sequence, given in eV: -116529.3769 -8289.0681.